No. 1
{"formula": "C5H30NO13", "method": "wB97M-V/def2-TZVPD", "symbols": ["O", "C", "O", "C", "C", "C", "C", "N", "H", "H", "H", "H", "H", "H", "H", "H", "H", "H", "O", "H", "H", "O", "H", "H", "O", "H", "H", "O", "H", "H", "O", "H", "H", "O", "H", "H", "O", "H", "H", "O", "H", "H", "O", "H", "H", "O", "H", "H", "O"], "coordinates": [[1.80791, -1.75555, 1.25202], [2.34692, -1.09343, 0.35048], [2.58994, 0.14228, 0.33132], [2.79816, -1.83787, -0.92689], [1.60216, -2.35701, -1.75264], [0.80067, -1.12023, -2.29380], [-1.12164, -1.49486, -0.81123], [-0.60302, -1.02851, -1.83780], [3.34594, -2.79522, -0.65959], [3.44428, -1.26262, -1.58086], [1.85230, -2.87295, -2.68327], [1.12587, -3.21244, -1.22114], [1.38941, -0.29161, -1.86271], [0.59920, -1.16804, -3.37510], [-2.18470, -1.36989, -0.55929], [-0.63486, -2.20705, -0.12027], [0.22836, 2.41903, -1.82644], [-0.87316, 3.07389, -2.50163], [-0.72230, 2.60275, -1.66500], [2.86643, 2.30447, -1.39874], [1.87492, 1.48818, -0.70104], [1.91650, 2.13778, -1.43136], [2.11593, -0.51466, 2.78180], [2.81541, 0.44141, 1.98630], [2.51934, 0.36069, 2.94233], [-3.63343, 0.30868, 0.57368], [-2.51402, -0.57833, 1.27491], [-3.41347, -0.57150, 0.93126], [-1.99163, 0.30670, -2.87577], [-2.69967, 1.53282, -2.28389], [-2.56079, 1.05082, -3.10612], [-1.54832, 1.91669, 2.83479], [-2.59568, 1.42502, 3.63735], [-2.52260, 1.92877, 2.81037], [-0.06179, 1.69356, -3.37046], [-0.36906, 0.73006, -4.54087], [0.23656, 1.42246, -4.25090], [0.61868, -2.79248, 3.02349], [1.49930, -3.65612, 2.26607], [1.00237, -3.67892, 3.12238], [0.85533, 0.09895, 3.30279], [-0.52974, 0.10728, 2.73951], [-0.08440, -0.12439, 3.57348], [-4.16040, 3.02173, 0.22094], [-3.48995, 2.17195, 1.29084], [-4.19202, 2.13828, 0.60639], [-0.68202, 1.45329, 0.36338], [0.40387, 0.39721, 0.74718], [-0.44968, 0.77213, 1.00796]], "charge": 0, "lumo_energy_ev": [-1.53, -5.69], "relative_energy_ev": 2.4075, "multiplicity": 2, "mol_weight_g_mol": 312.3, "homo_energy_ha": [-0.3810, -0.3799]}


No. 2
{"formula": "C4H8NS", "method": "wB97M-V/def2-TZVPD", "symbols": ["C", "C", "C", "C", "N", "S", "H", "H", "H", "H", "H", "H", "H", "H"], "coordinates": [[-0.75483, -1.78174, 0.09906], [-1.29579, -0.39429, 0.36373], [-2.03078, 0.36922, -0.66958], [2.69358, 1.00495, 0.38235], [0.06893, -0.87155, 0.15585], [2.31327, -0.50490, -0.56286], [-1.00536, -2.70034, -0.33525], [-1.39414, -0.31596, 1.47117], [-3.08634, 0.45285, -0.33006], [-2.11983, -0.30527, -1.61598], [-1.51233, 1.37854, -0.66015], [1.79710, 0.90742, 1.12007], [2.66811, 1.90970, -0.21099], [3.65840, 0.85136, 0.79263]], "charge": 1, "lumo_energy_ev": [-3.56, -7.51], "relative_energy_ev": 1.9009, "multiplicity": 3, "mol_weight_g_mol": 102.2, "homo_energy_ha": [-0.5001, -0.5308]}


No. 3
{"formula": "C8H20KO12", "method": "wB97M-V/def2-TZVPD", "symbols": ["K", "C", "C", "O", "O", "H", "H", "H", "C", "C", "O", "O", "H", "H", "H", "C", "C", "O", "O", "H", "H", "H", "C", "C", "O", "O", "H", "H", "H", "O", "H", "H", "O", "H", "H", "O", "H", "H", "O", "H", "H"], "coordinates": [[4.06477, 2.06025, -2.03284], [-2.42977, 0.15605, 0.77591], [-3.92542, -0.07121, 0.89581], [-4.41880, -1.16861, 0.57824], [-4.74082, 0.83190, 1.20461], [-2.16209, 1.18278, 1.02545], [-2.12459, 0.14249, -0.27042], [-1.78863, -0.52185, 1.33937], [1.04273, -0.21784, -1.06348], [2.25122, -1.07843, -1.21883], [3.17857, -0.66193, -1.85559], [2.32753, -2.13816, -0.52542], [1.28265, 0.79295, -1.39340], [0.84250, -0.19716, 0.00777], [0.14785, -0.60996, -1.54673], [1.02948, 2.97183, 1.03840], [2.45393, 2.48429, 1.27235], [2.67573, 1.67454, 2.23121], [3.34896, 3.01814, 0.59654], [0.49548, 2.09036, 0.68349], [0.95510, 3.72549, 0.25446], [0.63018, 3.31147, 1.99407], [-3.03860, 0.71823, -3.02531], [-4.13443, -0.03462, -3.64008], [-4.27875, -1.25734, -3.43918], [-4.86146, 0.59801, -4.42817], [-2.60337, 1.54574, -3.58558], [-2.28450, -0.00157, -2.70701], [-3.37939, 1.29208, -2.16353], [2.63647, -3.55374, 2.49660], [3.12397, -2.82431, 2.11383], [1.84893, -3.62535, 1.95727], [3.71482, -0.87479, 1.60645], [3.08012, -1.16798, 0.95268], [3.60036, 0.07483, 1.64307], [-0.28228, -2.57626, 0.64270], [-0.89263, -2.75883, -0.07171], [0.56095, -2.44293, 0.20977], [0.42190, -0.39605, 2.75384], [1.11801, 0.25717, 2.82432], [0.51334, -0.74969, 1.86908]], "charge": -2, "lumo_energy_ev": [2.45, 1.85], "multiplicity": 2, "mol_weight_g_mol": 347.3, "homo_energy_ha": [-0.0709, -0.0706]}


No. 4
{"formula": "C37H63IO10SSi2", "method": "wB97M-V/def2-TZVPD", "symbols": ["C", "C", "C", "Si", "I", "O", "Si", "C", "C", "O", "C", "C", "O", "C", "C", "C", "C", "C", "C", "C", "C", "C", "C", "C", "C", "C", "C", "C", "S", "O", "O", "O", "C", "C", "C", "C", "C", "C", "C", "H", "H", "H", "H", "H", "H", "H", "H", "H", "H", "H", "H", "H", "H", "H", "H", "H", "H", "H", "H", "H", "H", "H", "H", "H", "H", "H", "H", "H", "H", "H", "H", "H", "H", "H", "H", "H", "H", "H", "H", "H", "H", "H", "H", "H", "H", "H", "O", "C", "O", "C", "C", "C", "H", "H", "H", "H", "H", "H", "H", "H", "O", "C", "O", "C", "C", "C", "H", "H", "H", "H", "H", "H", "H", "H"], "coordinates": [[4.33799, -0.15538, 0.69866], [4.63475, -1.71067, 0.91939], [3.25304, -2.42576, 1.19831], [2.65713, -2.32992, 3.00426], [3.16740, -0.20006, 4.13989], [1.00632, -2.78723, 3.01187], [-0.06754, -1.52280, 3.47130], [-1.78341, -2.03295, 2.85158], [-2.81097, -0.84330, 2.70997], [-2.81006, 0.07342, 3.80865], [-2.33826, 1.37628, 3.47156], [-3.21378, 2.56059, 4.02076], [-4.61992, 2.50662, 3.71651], [-4.90523, 1.96720, 2.45848], [-4.42052, 2.55394, 1.22313], [-4.73867, 1.87592, -0.04799], [-5.52331, 0.64292, -0.09450], [-5.81522, -0.10713, -1.46412], [-7.26174, 0.41043, -1.93961], [-4.79546, 0.40590, -2.54765], [-5.91455, -1.67114, -1.32027], [-4.58653, -2.48714, -1.54108], [-4.85870, -3.94252, -0.92283], [-4.23928, -2.76568, -3.08182], [-3.30208, -1.94017, -0.80216], [-6.03770, 0.10466, 1.18563], [-5.73821, 0.75003, 2.45818], [-0.21342, -1.31563, 5.38519], [0.58320, -2.63802, 6.35249], [0.49676, -3.94862, 5.71637], [1.94822, -2.27662, 6.75909], [5.17235, -2.32440, -0.27821], [6.58449, -2.50990, -0.18649], [7.34822, -1.12635, -0.30247], [8.15460, -0.69007, 0.82749], [8.83078, 0.60712, 0.73710], [8.67331, 1.42382, -0.46510], [7.86197, 0.95110, -1.59432], [7.17512, -0.34908, -1.52760], [4.91266, 0.42873, 1.46724], [3.24801, 0.05742, 0.88980], [4.66529, 0.17989, -0.31316], [5.35922, -1.85260, 1.76358], [2.49012, -1.99344, 0.49599], [3.34954, -3.51501, 0.92208], [3.38303, -3.38986, 3.73494], [0.31200, -0.23440, 2.89037], [-2.16006, -2.86277, 3.52126], [-1.66625, -2.48229, 1.82321], [-2.66725, -0.38861, 1.69848], [-3.83656, -1.31663, 2.68734], [-2.16169, 1.55710, 2.38242], [-1.32292, 1.49063, 3.96845], [-3.07141, 2.65291, 5.13344], [-2.79370, 3.50575, 3.56505], [-3.81447, 3.49360, 1.26366], [-4.32505, 2.37546, -0.95922], [-8.03822, 0.09819, -1.19967], [-7.43781, -0.03521, -2.96133], [-7.17226, 1.53178, -2.01155], [-3.77275, 0.40032, -2.07349], [-4.79123, -0.17501, -3.50195], [-5.00184, 1.48692, -2.79846], [-6.36146, -2.02013, -0.34947], [-6.64213, -2.01932, -2.11423], [-4.00244, -4.61236, -1.22895], [-5.79209, -4.35393, -1.38360], [-4.85384, -3.93458, 0.19686], [-5.18907, -2.54188, -3.64666], [-3.91235, -3.82739, -3.24208], [-3.47515, -2.03082, -3.42843], [-2.48092, -1.68694, -1.53255], [-3.47342, -1.08148, -0.10764], [-2.86994, -2.77066, -0.16758], [-6.66821, -0.81450, 1.24307], [-6.09205, 0.35098, 3.44197], [0.11211, -0.28152, 5.66646], [-1.31521, -1.37081, 5.63652], [-0.15410, -2.71852, 7.53267], [6.92625, -3.11000, -1.07647], [6.90475, -3.09000, 0.72347], [8.21280, -1.36709, 1.70790], [9.45900, 0.92308, 1.60865], [9.18637, 2.40867, -0.49211], [7.75415, 1.61971, -2.48493], [6.55798, -0.69420, -2.39414], [5.94990, 2.37765, 0.68396], [6.00408, 3.54006, 0.98400], [6.84115, 4.36678, 0.32528], [6.86248, 5.78906, 0.48830], [7.70116, 6.19127, 1.68492], [5.20964, 4.07416, 2.14956], [5.84860, 6.19204, 0.53137], [7.31662, 6.19084, -0.41850], [7.29449, 5.79120, 2.61496], [7.75268, 7.27834, 1.77074], [8.71458, 5.79714, 1.58753], [5.73778, 3.84399, 3.07540], [4.23696, 3.58156, 2.15720], [5.01308, 5.14285, 2.10006], [-2.10566, -2.55202, -5.30346], [-2.21361, -1.57752, -6.00064], [-3.31201, -0.80299, -5.90480], [-3.46776, 0.46138, -6.55979], [-3.94224, 0.28407, -7.98802], [-1.17506, -1.25507, -7.04472], [-2.55168, 1.05145, -6.49142], [-4.22756, 1.00336, -5.99462], [-3.22042, -0.27399, -8.58627], [-4.10633, 1.25366, -8.46190], [-4.87576, -0.28141, -8.01012], [-1.35749, -1.86684, -7.92854], [-0.19250, -1.49363, -6.63757], [-1.14361, -0.20598, -7.32975]], "charge": 0, "lumo_energy_ev": 0.25, "mol_weight_g_mol": 883.0, "homo_energy_ha": -0.3115}


Q: What is the formula in the fourth record?
A: C37H63IO10SSi2


Repeat the second record exactly.
{"formula": "C4H8NS", "method": "wB97M-V/def2-TZVPD", "symbols": ["C", "C", "C", "C", "N", "S", "H", "H", "H", "H", "H", "H", "H", "H"], "coordinates": [[-0.75483, -1.78174, 0.09906], [-1.29579, -0.39429, 0.36373], [-2.03078, 0.36922, -0.66958], [2.69358, 1.00495, 0.38235], [0.06893, -0.87155, 0.15585], [2.31327, -0.50490, -0.56286], [-1.00536, -2.70034, -0.33525], [-1.39414, -0.31596, 1.47117], [-3.08634, 0.45285, -0.33006], [-2.11983, -0.30527, -1.61598], [-1.51233, 1.37854, -0.66015], [1.79710, 0.90742, 1.12007], [2.66811, 1.90970, -0.21099], [3.65840, 0.85136, 0.79263]], "charge": 1, "lumo_energy_ev": [-3.56, -7.51], "relative_energy_ev": 1.9009, "multiplicity": 3, "mol_weight_g_mol": 102.2, "homo_energy_ha": [-0.5001, -0.5308]}